ORCA calculation (the ωB97M-V functional and the def2-TZVPD basis) on C25H8ClF15GeN2NiO6S as an isolated structure.

Structure (XYZ):
```
60
Properties=species:S:1:pos:R:3:forces:R:3:lowdin_charge:R:1
Ni 0.97672 1.91973 1.32962 0.321 -0.303 0.299 0.179
O 2.23852 4.13270 4.08526 0.046 -0.061 0.091 -0.225
Cl 1.69974 3.58326 2.91335 -0.155 -0.109 -0.180 0.727
O 0.57271 2.64581 3.19135 -0.301 0.136 -0.309 -0.355
O 1.26800 4.54903 1.95513 0.168 0.216 0.382 -0.281
O 2.63927 2.64195 2.24055 0.164 0.168 -0.322 -0.339
F -1.96809 -3.48039 1.30699 -0.030 -0.007 -0.003 0.097
C -3.01104 -2.76406 0.85088 0.023 0.044 0.011 -0.225
C -2.85621 -1.39886 0.67152 0.065 -0.128 0.066 -0.131
C -3.96244 -0.69963 0.22572 0.053 0.013 -0.018 -0.220
F -3.90221 0.61774 0.02737 -0.022 0.020 -0.010 0.077
C -5.16867 -1.32925 -0.03507 -0.046 0.021 -0.018 -0.135
F -6.21699 -0.63185 -0.46760 0.008 -0.011 0.004 0.133
C -5.28341 -2.69490 0.15355 -0.029 -0.050 -0.003 -0.125
F -6.43620 -3.30630 -0.09494 0.057 0.035 0.012 0.143
C -4.19501 -3.42692 0.60218 -0.012 -0.010 0.000 -0.137
F -4.30324 -4.74048 0.79085 -0.007 0.025 -0.006 0.133
Ge -1.08492 -0.65424 1.05487 -0.095 0.238 -0.090 0.758
S -0.99840 1.47845 0.59933 -0.336 -0.034 0.087 0.472
C -0.62150 -0.89992 2.94658 0.146 -0.114 -0.026 -0.130
C 0.67953 -0.70111 3.37687 -0.036 0.019 -0.133 -0.227
F 1.64326 -0.40457 2.46761 -0.139 -0.103 0.154 0.051
C 1.06151 -0.78491 4.69870 0.085 0.017 -0.027 -0.135
F 2.32579 -0.58521 5.05986 -0.017 -0.002 0.010 0.140
C 0.10220 -1.08423 5.65200 0.010 0.000 0.059 -0.121
F 0.44203 -1.17235 6.93207 -0.011 0.005 -0.058 0.147
C -1.21034 -1.28858 5.26696 -0.072 -0.014 0.029 -0.131
F -2.13326 -1.57354 6.18269 0.034 0.007 -0.025 0.136
C -1.55123 -1.19176 3.92848 -0.014 0.020 -0.057 -0.203
F -2.83593 -1.38869 3.60388 0.016 -0.003 0.054 0.107
C 0.11933 -1.69513 -0.11423 0.085 -0.129 0.117 -0.129
C 0.12237 -1.43325 -1.47454 -0.021 0.048 0.042 -0.240
F -0.69748 -0.49853 -1.97509 0.025 -0.038 -0.050 0.079
C 0.95536 -2.08933 -2.36191 -0.045 0.022 -0.034 -0.158
F 0.95411 -1.77840 -3.65777 0.004 0.002 -0.007 0.131
C 1.81593 -3.06147 -1.88615 0.035 -0.052 -0.005 -0.138
F 2.63372 -3.69306 -2.72210 -0.024 0.027 0.029 0.142
C 1.82354 -3.37546 -0.53718 0.016 -0.012 -0.016 -0.136
F 2.63778 -4.32554 -0.08263 -0.011 0.016 -0.014 0.136
C 0.97463 -2.69805 0.32107 -0.063 0.070 -0.064 -0.223
F 1.00077 -3.06203 1.60637 0.007 0.043 0.048 0.111
O -0.15057 3.31242 -6.14423 0.001 0.004 -0.030 -0.024
C 0.05063 4.12734 -5.02401 0.011 0.016 0.035 -0.245
N 0.44120 3.37972 -3.83982 -0.007 0.058 -0.026 0.101
C 1.65659 2.77990 -3.84055 -0.022 -0.036 0.054 -0.437
O 2.44111 2.87962 -4.76630 0.044 0.011 -0.052 0.085
C 2.00738 1.97172 -2.62612 0.009 -0.013 -0.030 -0.082
C 2.92561 0.93554 -2.75276 -0.009 0.019 0.010 0.038
C 3.23833 0.17647 -1.64132 0.005 -0.019 0.026 -0.013
C 2.62629 0.47278 -0.43616 0.110 0.094 0.072 -0.074
N 1.76525 1.48585 -0.31442 -0.013 0.000 -0.052 -0.036
C 1.46137 2.22921 -1.38514 -0.016 -0.105 -0.017 -0.055
H 0.71930 3.01612 -6.44014 -0.004 -0.007 0.010 0.085
H -0.89019 4.62849 -4.81041 0.004 -0.020 0.000 0.131
H 0.82754 4.87141 -5.20770 -0.023 -0.011 -0.004 0.131
H -0.28008 3.02456 -3.23270 0.000 -0.010 0.006 0.142
H 3.37332 0.74806 -3.71969 -0.005 -0.004 -0.005 0.136
H 3.94034 -0.64339 -1.69377 0.010 0.005 -0.007 0.124
H 2.82868 -0.09384 0.46184 0.026 -0.007 0.000 0.123
H 0.76765 3.04130 -1.21901 -0.005 -0.010 -0.009 0.119
```
Positions in Å, forces in eV/Å.

Total charge   0
HOMO-LUMO gap (alpha / beta)   8.309 / 8.309 eV
E_HOMO (alpha / beta)   -9.39 / -9.39 eV
Max |F|   0.53 eV/Å

---

ORCA calculation (the ωB97M-V functional and the def2-TZVPD basis) on C26H15Br2N4OS2SiV as an isolated structure.

Structure (XYZ):
```
52
Properties=species:S:1:pos:R:3:forces:R:3:lowdin_charge:R:1
V 0.29211 -0.86226 0.36427 -0.190 0.446 -0.033 0.431
Br 0.67670 -0.14230 -5.48011 -0.018 0.024 0.030 0.831
C 1.00580 -1.54858 -4.27484 0.052 -0.085 -0.081 -0.595
C 1.49905 -2.75000 -4.75590 -0.012 0.005 -0.007 -0.169
C 1.76670 -3.77674 -3.86822 0.006 0.030 -0.045 -0.607
Br 2.47208 -5.37932 -4.58199 0.010 -0.028 0.004 0.809
C 1.54246 -3.64075 -2.50212 0.098 -0.193 0.042 -0.177
C 1.86831 -4.66212 -1.50486 0.034 0.021 -0.189 -0.035
C 1.83116 -4.41318 -0.19944 -0.113 0.018 0.131 -0.070
C 1.43354 -3.07366 0.30901 0.305 0.060 -0.228 -0.510
N 0.73741 -2.27770 -0.67925 0.127 -0.839 -0.492 -0.138
C 1.01216 -2.43262 -2.03528 -0.020 0.130 0.560 -0.132
C 0.76575 -1.38210 -2.92371 -0.064 0.213 -0.061 -0.195
O 0.27236 -0.14660 -2.51586 0.017 -0.095 0.088 0.041
H 1.68125 -2.87351 -5.81286 0.001 -0.002 0.009 0.097
H 2.19469 -5.63036 -1.85718 -0.021 0.005 -0.018 0.081
H 2.13265 -5.15128 0.53185 -0.020 -0.005 -0.011 0.121
H 0.85201 -3.14680 1.23613 -0.102 -0.068 -0.038 0.117
S 2.96994 -2.07901 0.87938 -0.096 -0.045 -0.116 0.998
C 2.68785 -2.00269 2.61253 0.239 -0.274 0.190 -0.601
C 3.44208 -2.91595 3.43414 -0.174 0.184 -0.204 -0.254
N 4.04662 -3.67256 4.05399 0.008 -0.001 -0.004 0.177
C 1.82771 -1.12235 3.17360 -0.202 0.254 0.193 -0.661
S 0.89004 0.11869 2.36230 0.281 0.201 0.677 0.692
C 1.67380 -1.13366 4.61288 0.008 -0.033 -0.215 -0.256
N 1.53102 -1.14124 5.75276 -0.008 0.027 -0.028 0.193
N -0.52584 1.01330 -0.57410 -0.074 -0.136 -0.180 -0.135
C 0.10905 -0.02778 -1.20940 -0.081 0.205 -0.011 -0.410
C -4.08712 2.77696 3.18138 -0.015 0.012 -0.001 -0.083
C -3.26460 1.75724 3.63656 0.026 -0.024 -0.039 -0.078
C -2.62859 0.92289 2.72595 -0.031 0.067 -0.003 -0.125
C -2.81238 1.09191 1.35146 -0.083 0.093 0.158 -0.345
C -3.65681 2.11797 0.91189 0.002 0.003 0.031 -0.111
C -4.28401 2.95943 1.81817 0.016 -0.022 0.001 -0.085
Si -1.92880 0.03568 0.11007 0.174 0.063 -0.136 0.705
C -0.19510 2.40197 -0.74387 -0.102 -0.262 -0.001 -0.235
C 0.07211 3.18025 0.36984 -0.034 0.086 0.050 -0.021
C 0.33647 4.53265 0.20404 0.016 -0.011 -0.005 -0.069
C 0.34454 5.09408 -1.06555 -0.015 -0.031 0.013 -0.086
C 0.07552 4.30186 -2.17384 -0.001 -0.006 0.005 -0.073
C -0.20554 2.95221 -2.01846 0.072 0.079 -0.028 -0.011
H -4.57985 3.43066 3.89035 0.005 -0.005 -0.009 0.103
H -3.11347 1.61295 4.69874 0.000 0.000 -0.007 0.105
H -1.97311 0.14034 3.08821 -0.018 -0.002 0.002 0.067
H -3.82344 2.26482 -0.15032 0.007 -0.012 0.013 0.099
H -4.92758 3.75479 1.46427 0.003 -0.007 0.000 0.103
H -2.84096 -0.17037 -1.04240 -0.010 -0.012 -0.011 -0.019
H 0.06381 2.73365 1.35612 -0.005 -0.007 -0.007 0.089
H 0.54010 5.14629 1.07211 0.002 -0.008 -0.014 0.107
H 0.55543 6.14809 -1.19149 0.000 -0.015 0.004 0.103
H 0.07605 4.73620 -3.16522 0.000 -0.001 0.008 0.105
H -0.43115 2.33061 -2.87572 0.002 0.006 0.015 0.112
```
Positions in Å, forces in eV/Å.

Total charge   0
HOMO-LUMO gap (alpha / beta)   7.312 / 7.317 eV
E_HOMO (alpha / beta)   -8.53 / -8.54 eV
Max |F|   0.98 eV/Å

---

ORCA calculation (the ωB97M-V functional and the def2-TZVPD basis) on C26H16ClMoN3O6S as an isolated structure.

Structure (XYZ):
```
54
Properties=species:S:1:pos:R:3:forces:R:3:lowdin_charge:R:1
Mo 0.10608 0.63304 1.47961 -0.602 -0.549 -0.090 1.999
Cl 6.50087 4.19820 0.07184 0.007 -0.002 0.000 0.775
C 5.13287 3.19363 0.30253 -0.023 0.004 0.003 -0.640
C 5.17605 1.85512 -0.09135 -0.011 0.009 0.006 -0.025
C 4.08728 1.01356 0.08671 0.036 -0.028 -0.038 0.027
C 2.94028 1.51433 0.67035 -0.017 0.145 0.154 -0.242
O 1.88647 0.67864 0.90172 0.137 0.173 -0.390 -0.318
C 2.87541 2.86040 1.04582 -0.048 -0.060 0.060 -0.119
C 1.64632 3.38772 1.53831 0.049 -0.004 -0.225 -0.049
O 0.58747 2.74052 1.62178 0.064 -0.183 0.457 -0.078
C 3.98063 3.70205 0.86573 0.007 -0.022 -0.021 -0.001
H 6.08047 1.46953 -0.54309 0.004 0.010 -0.001 0.130
H 4.14313 -0.01738 -0.23466 -0.019 0.000 0.012 0.127
H 1.59254 4.44617 1.80849 -0.029 -0.006 0.015 0.171
H 3.92358 4.74353 1.15628 0.004 0.002 0.003 0.138
C -4.05884 -1.15651 1.61775 0.002 -0.074 -0.020 0.027
C -2.94339 -0.31915 1.67652 -0.026 0.106 0.025 -0.049
N -1.71457 -0.75338 1.40825 0.142 0.051 0.139 0.018
C -1.55334 -2.06549 1.12188 0.085 0.000 -0.051 -0.141
C -2.60670 -2.97200 1.03302 -0.067 -0.005 -0.010 -0.107
C -3.90202 -2.47660 1.27773 0.020 0.035 0.016 0.066
C -2.31441 -4.34348 0.72812 0.020 -0.001 0.002 0.027
C -1.03868 -4.75970 0.57453 -0.015 0.015 0.013 0.023
C 0.05628 -3.84160 0.71200 0.036 -0.042 -0.015 -0.111
C 1.40765 -4.22360 0.65041 0.003 0.030 0.021 0.062
C 2.37673 -3.27416 0.86076 -0.026 -0.050 -0.014 0.012
C 2.00894 -1.94913 1.08535 0.045 0.084 0.028 -0.064
N 0.74258 -1.54280 1.10842 0.007 0.076 0.132 0.016
C -0.21627 -2.49614 0.95714 -0.084 0.057 0.029 -0.136
H -5.03185 -0.73899 1.83232 0.003 0.009 0.010 0.137
H -3.06431 0.72162 1.93799 0.005 -0.001 -0.020 0.132
H -4.75699 -3.13761 1.21230 0.002 -0.005 -0.004 0.144
H -3.13619 -5.04219 0.64457 -0.006 0.006 -0.003 0.137
H -0.81830 -5.79826 0.36662 0.007 0.001 -0.005 0.136
H 1.67200 -5.25696 0.46409 -0.003 -0.001 -0.004 0.144
H 3.42604 -3.53112 0.85818 0.002 0.008 0.007 0.131
H 2.76659 -1.20269 1.25613 -0.009 -0.007 -0.009 0.110
O -4.83583 1.95573 -1.93477 -0.030 -0.022 0.007 -0.238
S -3.64085 2.72282 -1.85982 -0.033 0.012 -0.020 0.687
O -3.57662 4.08655 -2.24314 0.014 0.037 -0.005 -0.224
N -3.05671 2.58427 -0.26920 -0.026 0.001 0.060 0.087
C -1.99377 1.90789 -0.28532 0.002 -0.171 0.055 -0.425
O -1.35518 1.62786 0.87539 0.314 0.323 -0.192 -0.287
C -1.46987 1.38712 -1.55898 -0.063 0.060 0.002 -0.157
C -0.36768 0.60035 -1.81671 0.080 -0.148 -0.103 -0.029
C -0.10160 0.25208 -3.13762 0.009 -0.013 0.019 -0.038
C -0.93279 0.68910 -4.16390 -0.030 0.024 0.007 -0.020
C -2.05777 1.46983 -3.90054 0.042 -0.027 0.023 0.015
C -2.29952 1.79927 -2.58544 -0.015 0.011 -0.056 -0.190
H 0.29481 0.21970 -1.03735 0.036 0.062 -0.085 0.073
H 0.75686 -0.36250 -3.37210 -0.003 -0.001 -0.007 0.118
H -0.70552 0.41140 -5.18407 0.000 0.001 -0.001 0.125
H -2.71203 1.79967 -4.69601 0.002 -0.002 -0.005 0.141
O 0.09366 0.58975 3.10542 -0.001 0.067 0.090 -0.248
```
Positions in Å, forces in eV/Å.

Total charge   +2
HOMO-LUMO gap   6.589 eV
E_HOMO   -14.90 eV
Max |F|   0.82 eV/Å

---

ORCA calculation (the ωB97M-V functional and the def2-TZVPD basis) on C26H17AsCl5IN2O9SSc as an isolated structure in a non-equilibrium geometry.

Structure (XYZ):
```
63
Properties=species:S:1:pos:R:3:forces:R:3:lowdin_charge:R:1
Sc -0.62312 0.77865 -0.20997 -0.877 0.153 0.561 0.740
C 0.95990 2.88703 3.20908 0.024 0.007 0.011 -0.030
C 1.56437 1.51633 3.21304 0.380 0.146 0.214 -0.253
N 2.65725 1.32640 3.94296 -0.084 -0.115 -0.103 0.104
C 3.21702 0.10818 3.95881 -0.086 0.240 0.023 -0.121
C 2.69658 -0.96890 3.27783 0.057 -0.112 0.149 -0.170
C 3.36312 -2.31482 3.37740 -0.136 -0.048 -0.039 -0.205
O 2.47378 -3.35163 3.80454 0.110 0.076 -0.003 -0.064
C 1.52242 -0.78714 2.53836 -0.058 -0.735 -0.297 -0.067
C 0.95247 -1.94377 1.79459 0.244 0.496 0.135 -0.095
N -0.29805 -2.08943 1.68922 -0.384 -0.463 -0.026 0.077
C -0.81652 -3.12253 0.87403 0.041 0.311 0.015 -0.327
C -0.18018 -4.33104 0.61249 0.078 -0.129 0.057 -0.015
C -0.75974 -5.26724 -0.22898 -0.029 0.003 -0.014 -0.083
C -1.98920 -5.01774 -0.82351 -0.029 0.030 0.017 -0.097
C -2.64490 -3.81729 -0.57657 0.084 -0.088 0.071 -0.148
C -2.05636 -2.89407 0.26954 0.206 -0.095 0.052 -0.604
I -2.93955 -1.04068 0.58131 -0.345 0.033 -0.070 1.210
C 0.97240 0.48856 2.44397 -0.496 0.167 -0.295 -0.268
O -0.04531 0.79101 1.65121 0.594 0.005 0.401 -0.196
H 1.63517 3.57083 3.71900 -0.009 0.006 -0.004 0.074
H -0.00402 2.88769 3.72199 0.031 -0.009 -0.023 0.047
H 0.76949 3.23617 2.19374 0.007 -0.019 -0.016 0.081
H 4.12311 -0.00189 4.54789 -0.031 0.012 0.020 0.102
H 4.21442 -2.23602 4.05729 0.080 -0.012 0.030 0.110
H 3.74194 -2.64097 2.40752 -0.016 -0.009 -0.042 0.123
H 1.98174 -3.01582 4.56111 -0.035 0.007 -0.005 0.092
H 1.66885 -2.60740 1.30571 0.041 0.011 -0.097 0.115
H 0.78006 -4.53766 1.06982 -0.036 0.013 0.017 0.114
H -0.24019 -6.19638 -0.42912 -0.021 0.010 0.016 0.101
H -2.43813 -5.75073 -1.48208 0.007 0.017 0.010 0.098
H -3.59993 -3.60165 -1.03811 0.048 0.007 -0.008 0.092
O 2.55988 0.56445 -0.28504 0.134 0.249 -0.115 -0.229
As 1.94399 -0.70437 -1.33375 0.024 -0.897 0.487 0.920
O 2.95276 -1.97886 -1.10360 -0.326 0.190 -0.164 -0.459
O 0.30615 -0.84377 -0.91311 1.053 -0.314 -0.048 -0.474
C 1.94811 -0.15727 -3.16712 -0.566 0.345 -0.325 -0.222
C 2.80056 -0.87534 -3.99110 0.011 0.104 -0.056 -0.084
C 2.74212 -0.70318 -5.36795 0.027 0.012 -0.071 -0.075
C 1.82967 0.18003 -5.92127 0.021 -0.037 -0.083 -0.072
C 0.97143 0.91163 -5.11060 0.110 -0.043 0.194 -0.050
C 1.02189 0.73860 -3.73486 0.412 -0.191 0.062 -0.235
S -0.14228 1.67743 -2.76533 0.367 0.127 -0.104 0.501
O 0.55761 1.95538 -1.46582 0.122 0.299 -0.554 -0.369
O -0.45682 2.84226 -3.53002 -0.018 0.035 -0.071 -0.275
O -1.23672 0.76803 -2.43560 -0.207 -0.006 -0.238 -0.380
H 3.43347 0.25194 -0.01300 -0.041 -0.005 0.156 0.056
H 3.49222 -1.57341 -3.53654 -0.026 -0.042 -0.001 0.099
H 3.40605 -1.27042 -6.00948 -0.018 0.026 0.018 0.103
H 1.78138 0.30253 -6.99605 0.006 0.015 0.004 0.103
H 0.26985 1.62139 -5.52779 0.014 -0.017 0.009 0.114
Cl -6.47199 5.98513 0.60810 0.125 -0.139 -0.026 0.636
C -5.22991 4.79075 0.41511 -0.103 0.100 0.022 -0.719
C -4.50370 4.34229 1.51327 0.063 -0.022 0.140 -0.699
Cl -4.87557 4.94686 3.09373 0.029 -0.046 -0.157 0.654
C -3.48382 3.41339 1.34771 -0.118 0.196 0.203 -0.585
Cl -2.62107 2.83065 2.72092 0.026 -0.048 -0.129 0.755
C -3.12168 2.90700 0.07964 0.100 -0.134 0.457 -0.441
O -2.12371 2.08960 -0.03443 -0.397 0.193 -0.111 -0.257
C -3.92736 3.31093 -0.99637 -0.368 0.258 -0.206 -0.590
Cl -3.66965 2.59642 -2.53209 0.076 -0.013 -0.042 0.776
C -4.94329 4.25450 -0.83399 0.000 -0.033 -0.161 -0.691
Cl -5.86849 4.76935 -2.20764 0.111 -0.083 0.156 0.652
```
Positions in Å, forces in eV/Å.

Total charge   -1
HOMO-LUMO gap   8.129 eV
E_HOMO   -5.84 eV
Max |F|   1.10 eV/Å